Record 1
Entry from OMol25: a 2-piece molecular cluster, C12H13FNS overall at a distorted geometry (ωB97M-V with the def2-TZVPD basis set).

## Properties
**Total energy**: -1017.50623 Ha
**LUMO energy (alpha / beta)**: -0.144 / -0.144 hartree
**Energy above the lowest of the compared OMol25 structures with the same formula, charge and spin**: 184.4 kJ/mol
**Maximum force**: 4.9 eV/A

```
! RIJCOSX wB97M-V def2-TZVPD def2/J DEFGRID3
* xyz 1 1
C -3.261 -1.720 -1.803
C -2.437 -0.639 -2.258
C -2.959 -2.263 -0.553
C 3.550 0.005 0.254
C -1.462 -0.101 -1.520
C -2.009 -1.687 0.294
C 2.328 -0.064 0.989
C 3.439 0.199 -1.091
C -1.241 -0.567 -0.169
C 1.283 -0.143 0.094
C -0.346 1.779 1.172
C -0.050 -0.312 0.621
N 1.022 2.171 1.712
F 0.047 -0.665 1.909
S 1.764 0.263 -1.565
H -3.940 -2.178 -2.485
H -2.571 -0.243 -3.196
H -3.579 -3.021 -0.091
H 4.540 -0.123 0.695
H -0.881 0.704 -1.917
H -2.044 -2.274 1.281
H 2.187 -0.421 1.978
H 4.143 0.555 -1.767
H -0.575 2.237 0.160
H -1.156 1.808 1.963
H 1.363 3.050 1.313
H 1.759 1.340 1.265
H 1.086 2.308 2.715
*
```

***

Record 2
Entry from OMol25: C31H59Br2F7KMgN3NaO17P2 as an isolated structure at a distorted geometry (ωB97M-V with the def2-TZVPD basis set).

## Properties
**Total energy**: -10150.88692 Ha
**LUMO energy**: -0.213 hartree
**Maximum force**: 9.5 eV/A

```
! RIJCOSX wB97M-V def2-TZVPD def2/J DEFGRID3
* xyz 1 1
C 2.669 -1.255 2.489
O 2.586 -1.685 1.090
C 1.397 -1.165 0.399
C 1.489 0.370 -0.153
N 2.694 0.819 -0.995
C 4.095 0.518 -0.564
C 4.913 -0.659 -1.304
C 4.141 -2.001 -1.777
C 4.732 -3.419 -1.113
C 3.641 -4.677 -1.270
O 2.489 -4.303 -0.435
C 1.302 -5.124 -0.694
C 0.699 -5.564 -2.154
O 0.593 -5.519 0.396
C 2.372 2.206 -1.508
P 2.691 3.790 -0.532
C 2.155 3.666 1.327
O 4.441 4.078 -0.402
C 0.844 1.927 -2.129
C 0.126 3.176 -2.863
F 1.194 3.712 -3.803
F -0.212 4.354 -2.031
C -1.104 2.777 -3.917
F -2.451 2.802 -3.299
F -0.823 1.578 -4.740
F -1.112 3.924 -4.906
C 0.161 0.977 -0.987
C -0.916 1.899 -0.193
C -1.553 1.372 1.189
O -1.717 -0.058 1.393
C -3.099 2.010 1.276
N -3.808 1.665 2.573
P -0.601 -0.399 -2.142
N -1.513 -1.612 -1.219
O 0.687 -1.330 -2.922
H 1.745 -0.652 2.886
H 3.670 -0.618 2.593
H 2.870 -2.239 3.134
H 0.516 -1.320 1.189
H 1.163 -1.971 -0.452
H 1.736 0.951 0.862
H 2.587 0.250 -1.890
H 4.728 1.520 -0.724
H 4.140 0.338 0.616
H 5.774 -1.004 -0.552
H 5.500 -0.209 -2.242
H 4.371 -2.132 -2.944
H 2.959 -1.962 -1.730
H 4.986 -3.184 0.003
H 5.685 -3.722 -1.727
H 4.180 -5.611 -0.762
H 3.390 -4.869 -2.399
H 1.059 -4.797 -2.960
H -0.479 -5.559 -2.047
H 1.016 -6.675 -2.348
H 3.053 2.360 -2.477
H 1.770 4.764 1.598
H 1.242 2.962 1.514
H 3.033 3.415 2.056
H 4.630 4.695 0.367
H 1.067 1.223 -3.069
H -0.368 2.931 0.059
H -1.789 2.182 -0.921
H -0.959 1.889 2.084
H -2.667 -0.372 1.352
H -3.005 3.169 1.107
H -3.667 1.583 0.320
H -4.577 0.960 2.394
H -3.131 1.157 3.211
H -2.326 -1.957 -1.780
H -0.898 -2.469 -1.078
H 0.177 -2.115 -3.322
O 0.011 5.597 -7.373
H -0.635 5.532 -8.092
H -0.213 4.855 -6.790
O 5.570 4.456 2.115
C 5.718 3.370 2.886
C 6.839 3.654 3.993
O 6.998 2.562 4.756
H 6.025 2.436 2.383
H 4.829 3.028 3.445
H 6.522 4.580 4.505
H 7.724 4.010 3.437
C -8.811 2.422 1.874
C -7.778 2.825 2.870
O -7.225 1.597 3.286
C -7.362 0.765 2.215
O -6.765 -0.291 2.087
O -8.246 1.262 1.297
F -8.347 3.421 3.941
H -9.770 2.166 2.338
H -8.983 3.193 1.118
H -6.988 3.465 2.462
C -4.467 -7.030 4.288
O -3.496 -5.998 4.121
C -2.306 -6.426 3.631
O -2.023 -7.577 3.338
O -1.484 -5.351 3.524
C -0.186 -5.654 3.017
H -5.379 -6.575 4.685
H -4.705 -7.496 3.327
H -4.115 -7.778 5.006
H -0.252 -6.064 2.004
H 0.337 -6.347 3.684
H 0.385 -4.722 2.974
Na 6.683 3.177 0.717
K -2.791 0.165 -2.634
Br -10.379 -3.193 3.074
C -8.488 -3.106 2.603
C -7.986 -4.444 2.112
Br -7.690 -5.674 3.597
H -7.956 -2.739 3.485
H -8.428 -2.357 1.809
H -7.008 -4.337 1.633
H -8.672 -4.939 1.420
C 3.816 4.916 -5.248
C 5.306 5.096 -5.014
O 5.995 4.041 -5.092
O 5.664 6.282 -4.769
H 3.569 3.870 -5.455
H 3.259 5.234 -4.362
H 3.499 5.521 -6.103
F 0.249 7.472 -8.061
Mg 3.546 5.368 -2.067
*
```

***

Record 3
Entry from OMol25: a 10-piece molecular cluster, C4H31N2O9 overall at a distorted geometry (ωB97M-V with the def2-TZVPD basis set).

## Properties
**Total energy**: -957.48465 Ha
**LUMO energy**: -0.084 hartree
**Energy above the lowest of the compared OMol25 structures with the same formula, charge and spin**: 146.1 kJ/mol
**Maximum force**: 2.9 eV/A

```
! RIJCOSX wB97M-V def2-TZVPD def2/J DEFGRID3
* xyz 1 1
C 0.399 1.376 0.366
N 0.813 2.378 1.347
C -1.113 1.379 0.077
N -1.422 0.161 -0.720
C -2.817 0.172 -1.190
C -1.877 1.319 1.414
H 0.593 0.409 0.815
H 0.876 1.515 -0.597
H 1.732 2.754 1.166
H 0.170 3.165 1.357
H -1.374 2.336 -0.369
H -1.114 -0.676 -0.191
H -0.712 0.154 -1.474
H -2.885 -0.173 -2.217
H -3.292 1.147 -1.122
H -3.446 -0.470 -0.577
H -1.438 1.955 2.177
H -1.735 0.300 1.790
H -2.929 1.572 1.315
H 4.382 -0.182 -1.349
H 5.621 0.673 -1.483
O 5.139 -0.029 -1.935
H 3.598 0.406 -3.067
H 2.970 0.002 -4.399
O 2.894 0.656 -3.687
H -2.408 -3.134 -0.609
H -2.091 -3.478 -2.089
O -1.729 -3.030 -1.303
H 1.273 1.205 -3.357
H 0.037 2.270 -3.167
O 0.435 1.434 -2.898
H 1.111 1.293 4.852
H 0.689 1.424 3.319
O 0.835 0.822 4.066
H 0.188 -2.032 4.057
H -0.115 -0.758 3.222
O -0.204 -1.725 3.235
H -1.541 -2.226 2.016
H -2.950 -2.752 2.188
O -2.330 -2.463 1.511
H -0.001 -2.651 -0.172
H 0.205 -1.972 1.273
O 0.175 -1.827 0.304
H 1.470 -0.649 -2.009
H 1.807 -1.312 -0.582
O 2.111 -0.741 -1.304
*
```

***

Record 4
Entry from OMol25: a 3-piece molecular cluster, C20H56N6O3P3 overall at a distorted geometry (ωB97M-V with the def2-TZVPD basis set).

## Properties
**Total energy**: -2373.68775 Ha
**LUMO energy**: -0.127 hartree
**Maximum force**: 3.6 eV/A

```
! RIJCOSX wB97M-V def2-TZVPD def2/J DEFGRID3
* xyz 1 1
C 1.931 -2.876 -1.258
O 2.494 -3.303 -0.029
C 3.858 -3.643 -0.146
C 4.206 -4.695 0.894
C 5.696 -4.762 1.291
C 6.699 -4.245 0.239
C 7.967 -5.124 0.200
C 8.772 -4.967 -1.096
C 7.956 -5.356 -2.342
P 8.995 -5.775 -3.730
H 1.204 -2.091 -1.050
H 2.681 -2.443 -1.925
H 1.426 -3.700 -1.770
H 4.013 -4.073 -1.148
H 4.501 -2.754 -0.098
H 3.635 -4.435 1.788
H 3.820 -5.668 0.588
H 5.848 -4.232 2.231
H 5.932 -5.806 1.509
H 6.262 -4.249 -0.760
H 7.035 -3.251 0.533
H 7.715 -6.178 0.334
H 8.623 -4.801 1.009
H 9.636 -5.637 -1.017
H 9.180 -3.958 -1.178
H 7.235 -6.151 -2.140
H 7.363 -4.502 -2.685
H 8.229 -6.055 -4.861
H 9.825 -4.707 -4.063
H 9.756 -6.918 -3.492
O 1.584 1.261 -0.973
P 0.467 1.609 -0.074
N 0.169 3.255 -0.183
C -0.634 3.987 0.777
C -0.079 3.720 -1.543
N 1.045 1.319 1.524
C 1.702 2.382 2.279
C 1.858 0.108 1.535
N -1.076 0.927 0.049
C -1.600 0.513 1.351
C -1.346 -0.105 -0.965
H -1.711 3.801 0.655
H -0.459 5.055 0.634
H -0.365 3.761 1.799
H -1.099 3.483 -1.880
H 0.629 3.263 -2.232
H 0.058 4.801 -1.592
H 2.431 2.949 1.686
H 2.224 1.937 3.127
H 0.988 3.077 2.707
H 2.870 0.280 1.152
H 1.403 -0.667 0.917
H 1.926 -0.283 2.553
H -1.080 -0.351 1.775
H -2.651 0.252 1.204
H -1.562 1.329 2.068
H -0.799 -1.039 -0.787
H -1.072 0.259 -1.956
H -2.413 -0.331 -0.982
O -5.964 0.969 1.130
P -6.255 2.352 0.713
N -7.905 2.621 0.796
C -8.566 3.748 0.166
C -8.483 2.331 2.104
N -5.832 2.430 -0.959
C -6.826 2.134 -1.988
C -4.616 1.661 -1.187
N -5.570 3.807 1.251
C -5.054 4.774 0.286
C -4.621 3.626 2.361
H -8.405 4.691 0.707
H -9.640 3.552 0.143
H -8.255 3.889 -0.859
H -8.288 3.134 2.829
H -8.076 1.401 2.497
H -9.563 2.208 2.009
H -7.429 1.245 -1.766
H -6.310 1.969 -2.935
H -7.493 2.971 -2.160
H -4.805 0.582 -1.236
H -3.897 1.833 -0.382
H -4.144 1.980 -2.120
H -4.158 4.430 -0.241
H -4.804 5.678 0.846
H -5.808 5.041 -0.448
H -3.681 3.161 2.039
H -5.060 2.995 3.134
H -4.391 4.590 2.815
*
```

***

Q: total energy of number 1 (C12H13FNS)?
A: -1017.50623 Ha

***

Q: What is the formula in the second record?
A: C31H59Br2F7KMgN3NaO17P2

***

Q: What is the maximum force in the second record?
A: 9.5 eV/A